Record 1
Computed, not measured: a molecular structure, C25H41Cl3N3O3PmSSi in a non-equilibrium geometry, with ωB97M-V with the def2-TZVPD basis set.

Computed properties:
Frontier orbital gap (alpha / beta): 0.1948 / 0.1950 Ha
Expectation value of S²: 6.0043
Energy relative to the best compared isomer or geometry (same formula, charge and spin): 50.19 kcal per mole
Multiplicity: 5
Lowest unoccupied orbital energy (alpha / beta): -0.974 / -0.967 eV

Positions of all 78 atoms, in Å:
C 1.855746 2.329596 -3.232057
C 2.582778 1.048786 -3.449296
H 2.461945 3.017214 -2.631748
H 0.917907 2.151576 -2.694348
H 1.637452 2.826443 -4.190880
C 3.852793 1.014619 -3.891379
C 4.679303 2.224231 -4.117992
H 4.329782 0.072359 -4.152038
H 4.732537 2.882303 -3.242700
H 4.326484 2.830234 -4.960391
H 5.698554 1.918250 -4.356012
Pm -2.035477 0.838300 0.313477
Cl -3.793683 2.646268 -0.057196
Cl -1.979600 -0.089193 -2.080189
C -3.006820 -2.320941 0.362907
O -2.552029 -1.325908 1.013487
N -2.771546 -3.577112 0.699507
C -1.948226 -3.875424 1.872290
C -3.125115 -4.671076 -0.198788
H -3.598497 -2.160642 -0.550302
H -2.262392 -3.238573 2.703238
H -0.883378 -3.697182 1.665907
H -2.101442 -4.930658 2.105741
H -4.092307 -4.456659 -0.664884
H -3.187930 -5.592703 0.382911
H -2.384417 -4.806122 -1.001692
H -0.104621 5.110060 4.069427
H 1.501614 3.326041 1.260108
C 0.507038 4.217889 4.256492
C 1.715689 3.172922 2.321173
N 0.493997 3.304704 3.111269
H 0.123197 3.726679 5.159680
C -0.583232 2.648550 2.733257
O -0.624598 1.976237 1.647245
H 2.143362 2.169531 2.430402
H -1.454498 2.691533 3.402828
H 1.546410 4.513472 4.412004
H 2.399434 3.926032 2.701642
O 1.199429 -0.104933 -1.821202
C 1.754106 -0.197794 -3.151373
C 3.711204 -1.826287 -2.945640
C 2.445080 -1.537451 -3.447184
H 4.226925 -1.089877 -2.313691
C 4.328034 -3.051866 -3.247484
H 0.881725 -0.125286 -3.819906
C 1.803383 -2.457694 -4.295266
H 5.305966 -3.270314 -2.813424
C 3.674184 -3.973808 -4.067461
C 2.424491 -3.667524 -4.615124
H 0.815070 -2.191131 -4.689372
H 4.155018 -4.927737 -4.295934
H 1.917075 -4.372261 -5.275572
Si 1.935683 -0.720265 -0.322440
Cl 2.955127 1.062740 -0.009447
C 3.485418 -1.796267 0.094923
C 0.994650 -2.420839 -0.751090
C 0.821479 -0.697001 1.254306
H 3.551196 -2.731099 -0.472501
H 3.401819 -2.045036 1.156218
H 4.419316 -1.246082 -0.063948
H 0.716552 0.324997 1.645762
H 1.334568 -1.288776 2.025221
H -0.174355 -1.161719 1.113843
H 1.507848 -2.996981 -1.531251
H 0.006825 -2.173176 -1.163028
H 0.843959 -3.091135 0.105166
S -3.611513 0.683224 2.966439
C -4.834646 1.790005 3.307169
N -4.538870 2.912231 4.062188
C -5.485047 3.822620 4.457444
C -6.807385 3.624040 4.113633
C -7.156141 2.483366 3.365979
C -6.180795 1.583713 2.972586
H -3.570681 3.031722 4.350831
H -5.113149 4.669998 5.031708
H -7.559911 4.347585 4.424019
H -8.199095 2.309763 3.096135
H -6.400753 0.674693 2.415665

Cartesian forces (eV/Å) of the 2 atoms listed first:
C -0.2 0.5 0.2
C 1.0 -0.9 -0.2

=====

Record 2
Computed, not measured: a molecular structure, C25H41F4I3NO26PS5Si in a non-equilibrium geometry, with ωB97M-V with the def2-TZVPD basis set.

Computed properties:
Frontier orbital gap: 0.2970 Ha
Lowest unoccupied orbital energy: -0.645 eV

Positions of all 107 atoms, in Å:
C 4.279161 5.164108 1.834455
C 4.332441 3.818228 2.473030
I 5.569597 4.022391 4.226996
C 3.742618 2.704285 2.092391
I 4.082493 1.127532 3.524277
C 2.914694 2.713779 0.791776
P 1.297399 3.702024 1.333608
O 1.543622 5.298507 1.067392
I 1.061414 3.649656 3.797387
C 3.659068 3.282654 -0.447816
O 5.029501 3.445751 -0.248479
O 3.151000 4.491936 -1.012307
S 1.845552 4.241991 -2.040449
O 2.506391 4.046304 -3.266883
O 1.197226 2.827649 -1.654562
C 1.202109 1.652982 -0.892191
O -0.117918 1.569969 -0.272144
N -0.999367 2.623749 -0.478258
O -2.072823 2.273095 -0.165296
C 1.101038 0.559469 -2.030478
F -0.164134 0.725540 -2.524757
F 1.127210 -0.709578 -1.690332
C 1.972971 0.873700 -3.314505
F 2.298323 -0.317760 -3.825256
F 1.267848 1.481823 -4.231747
C 2.268233 1.365341 0.222497
C 3.361016 0.404695 -0.366326
C 4.730788 0.317178 0.308405
O 5.596967 -0.406218 -0.597193
Si 6.719791 0.516972 -1.433415
C 7.877099 1.523156 -0.324395
C 7.832780 -0.732631 -2.328238
C 6.005388 1.612291 -2.799367
C 1.601714 0.532056 1.345084
C 0.642123 -0.595796 0.954331
C 0.066937 -1.209176 2.200222
O 0.694593 -1.758116 3.032733
O -1.245727 -1.016717 2.287567
H 3.789444 5.282190 0.880175
H 5.294472 5.536820 1.734268
H 3.809232 5.853180 2.530873
H 0.736766 5.713344 0.739910
H 3.652124 2.605166 -1.301947
H 5.259190 4.348365 -0.496711
H 2.876492 1.434362 -3.106522
H 3.592239 0.623408 -1.405380
H 2.974765 -0.601513 -0.356473
H 5.219788 1.258782 0.540379
H 4.651980 -0.339690 1.156761
H 7.976959 2.514149 -0.759732
H 7.514525 1.653395 0.691019
H 8.869741 1.087803 -0.312108
H 7.400376 -0.884275 -3.313594
H 8.773993 -0.214118 -2.487283
H 7.971240 -1.648733 -1.771759
H 4.931469 1.531732 -2.942829
H 6.458593 1.331647 -3.745283
H 6.240044 2.661817 -2.660300
H 1.190940 1.120412 2.161113
H 2.406603 -0.030852 1.787706
H -0.216039 -0.354550 0.343601
H 1.170113 -1.413654 0.479674
H -1.737891 -1.819487 2.569565
C -4.428419 -2.279796 6.060417
C -4.005845 -3.731719 6.017872
O -4.265392 -4.138300 4.665651
S -4.037566 -2.901311 3.686582
O -2.734908 -2.999855 3.122397
O -5.178485 -2.754130 2.870958
O -4.020337 -1.748349 4.791433
H -5.512361 -2.179931 6.140629
H -3.953614 -1.732163 6.869436
H -4.562140 -4.351976 6.714109
H -2.936215 -3.841573 6.207240
C -4.845717 0.495196 -0.359275
C -5.230054 1.605298 -1.310034
O -6.597900 1.324901 -1.650529
S -7.330982 0.646892 -0.394267
O -8.044232 1.642205 0.314916
O -7.951156 -0.550813 -0.826785
O -6.018144 0.278293 0.440930
H -4.621231 -0.429345 -0.895361
H -4.003504 0.760363 0.271289
H -4.610661 1.624523 -2.201961
H -5.192699 2.580840 -0.820813
C -3.413157 -4.966228 -1.077204
C -2.458932 -4.678727 0.052781
O -2.421189 -5.890045 0.819602
S -2.623983 -7.144154 -0.164403
O -1.355290 -7.685124 -0.483190
O -3.672271 -7.945262 0.348051
O -3.155284 -6.330979 -1.442102
H -4.451006 -4.891354 -0.747375
H -3.250587 -4.307200 -1.918055
H -2.785989 -3.846186 0.667638
H -1.453713 -4.480475 -0.327194
C -7.156576 -2.168047 -2.739406
C -6.793231 -0.777614 -3.218130
O -5.447507 -0.587863 -2.758673
S -4.673618 -1.985999 -2.766982
O -3.916072 -2.085122 -3.957239
O -4.095737 -2.184120 -1.485096
O -5.956066 -2.936506 -2.907278
H -7.418501 -2.170178 -1.678591
H -7.968006 -2.606585 -3.313308
H -7.444688 -0.008486 -2.813759
H -6.793326 -0.715514 -4.307805

Cartesian forces (eV/Å) of the 2 atoms listed first:
C 0.4 0.6 0.3
C 0.9 1.0 0.6

=====

Record 3
Computed, not measured: 4 unconnected molecules or ions with the total composition C25H41F9NO9S in a non-equilibrium geometry, with ωB97M-V with the def2-TZVPD basis set.

Computed properties:
Frontier orbital gap: 0.2267 Ha
Net charge: -1
Energy relative to the best compared isomer or geometry (same formula, charge and spin): 0.00 kcal per mole
Lowest unoccupied orbital energy: 1.788 eV

Positions of all 86 atoms, in Å:
C 3.434541 -3.709174 0.135360
O 3.496037 -2.266423 0.339826
C 2.941376 -1.558338 -0.807055
C 1.374822 -1.313402 -0.465832
C 1.283784 -0.050411 0.550074
C -0.154060 -0.121873 1.315668
C -1.142466 1.084973 0.940655
C -2.683322 0.633709 1.134925
C -3.404195 0.157809 -0.214587
C -2.681730 -1.057366 -0.976799
C -3.303129 -2.508324 -0.618885
C -3.282910 -2.801146 0.985299
C -3.391335 -4.352817 1.349370
N -2.293185 -5.215446 0.803291
S -0.754659 -4.409023 0.735058
C -3.603319 -4.501112 2.937293
O -4.700934 -4.967874 3.406730
O -2.531092 -4.087716 3.736686
H 3.832443 -3.916211 -0.924872
H 2.346850 -4.049840 0.216575
H 4.137051 -4.274298 0.845973
H 3.061820 -2.114268 -1.797029
H 3.470577 -0.539048 -0.854485
H 0.751785 -1.078218 -1.407818
H 0.938405 -2.274351 -0.028102
H 2.100942 -0.243327 1.345303
H 1.455249 0.940679 0.010401
H -0.590775 -1.156133 1.038410
H 0.015439 -0.178082 2.458449
H -0.950011 1.912050 1.719080
H -0.928975 1.565901 -0.077046
H -2.758652 -0.137086 1.971769
H -3.236312 1.576004 1.516280
H -4.511585 -0.132788 -0.040336
H -3.438289 1.039483 -0.964885
H -2.894136 -0.911757 -2.105822
H -1.545527 -1.031177 -0.868561
H -2.790128 -3.324343 -1.227314
H -4.427730 -2.447035 -0.888233
H -4.255071 -2.310361 1.380443
H -2.433291 -2.246775 1.521171
H -4.371660 -4.730050 0.859734
H -2.163830 -5.954822 1.527225
H -0.352902 -4.025797 2.029466
C 5.206812 -2.918558 3.140985
C 6.510798 -2.204895 2.847468
O 7.403918 -2.292204 3.971206
C 8.113928 -3.433211 4.074151
O 8.035608 -4.354236 3.303407
C 9.050703 -3.368091 5.279243
F 8.446898 -2.875801 6.380501
F 10.117148 -2.573864 5.040182
F 9.540911 -4.573900 5.621830
H 4.757502 -2.534560 4.060526
H 4.500557 -2.784052 2.319384
H 5.367356 -3.989266 3.288103
H 6.318347 -1.142685 2.680351
H 6.986754 -2.591443 1.941780
C -5.493626 5.552743 -1.007518
C -4.186480 6.267034 -1.289807
O -3.309682 6.187156 -0.156319
C -2.600614 5.043713 -0.040431
O -2.674501 4.123043 -0.811121
C -1.677423 5.114841 1.176400
F -2.294294 5.613680 2.268291
F -0.608592 5.909243 0.947102
F -1.189798 3.914457 1.533019
H -5.954093 5.942062 -0.095774
H -6.190444 5.680978 -1.838448
H -5.332781 4.483663 -0.852243
H -4.377771 7.328371 -1.465552
H -3.698722 5.875393 -2.187280
C 0.139746 4.624871 -6.528412
C -1.015255 3.642801 -6.530158
O -0.819593 2.627908 -5.534977
C -1.172861 2.960456 -4.274728
O -1.620632 4.031350 -3.956993
C -0.957754 1.776479 -3.333045
F 0.224705 1.157887 -3.535945
F -1.909344 0.834474 -3.489817
F -0.981279 2.132604 -2.036867
H 1.090141 4.098936 -6.650233
H 0.030484 5.350234 -7.337353
H 0.194258 5.167167 -5.581947
H -1.062488 3.132459 -7.494991
H -1.974454 4.148399 -6.386816

Cartesian forces (eV/Å) of the 2 atoms listed first:
C 0.1 -0.1 -0.9
O 0.3 -0.9 -1.3